Here is an isolated molecule of C6H12O from OMol25. Energies are from ωB97M-V/def2-TZVPD.

Each line ends with the Mulliken charge.
Cartesian coordinates (Å):
1 O -0.89 -1.95 -0.77  -0.453
2 C -1.05 0.83 -0.45  -0.602
3 C 2.55 -0.28 0.38  -1.313
4 C 0.20 0.62 0.43  -0.678
5 C -1.86 -1.54 -0.18  0.027
6 C 1.53 0.62 -0.32  -0.308
7 C -2.19 -0.07 -0.01  -0.741
8 H 0.10 -0.35 0.94  0.304
9 H -0.80 0.59 -1.49  0.281
10 H 2.70 0.01 1.42  0.309
11 H -1.37 1.88 -0.44  0.422
12 H -2.46 0.10 1.04  0.309
13 H -3.11 0.11 -0.59  0.368
14 H 0.22 1.37 1.24  0.426
15 H -2.57 -2.25 0.29  0.354
16 H 2.19 -1.32 0.37  0.328
17 H 1.93 1.64 -0.41  0.326
18 H 1.37 0.25 -1.34  0.264
19 H 3.53 -0.26 -0.12  0.377

- gap between HOMO and LUMO (eV) = 10.962
- energy above the lowest of the compared OMol25 structures with the same formula, charge and spin (kcal/mol) = 12.9
- total charge = 0
- E_tot (Eh) = -311.03867
- highest occupied orbital energy (eV) = -9.88